No. 1
Computed, not measured: 2 unconnected molecules or ions with the total composition C2H8NO2, with ωB97M-V with the def2-TZVPD basis set.

Charge = +1
<S²> = 2.003
Kohn-Sham gap (spin up / spin down) = 6.8870 / 8.1289 eV
Total energy = -7774.4659 eV
2S+1 = 3

```
13
Properties=species:S:1:pos:R:3:lowdin_spin:R:1
C 0.642 0.867 -0.138 0.107
C -0.556 0.059 0.365 0.775
N -0.452 -1.289 -0.214 0.069
O 1.715 0.030 0.115 0.026
O -1.793 0.535 -0.068 0.245
H 0.389 0.821 -1.292 0.036
H 0.881 1.835 0.238 0.006
H -0.376 -0.214 1.923 0.682
H -1.126 -1.971 0.202 0.023
H 0.608 -1.507 -0.189 0.007
H -0.663 -1.177 -1.194 0.016
H 2.557 0.568 0.130 0.001
H -1.826 1.443 0.123 0.006
```

No. 2
Computed, not measured: 2 unconnected molecules or ions with the total composition C3H4ClFO, with ωB97M-V with the def2-TZVPD basis set.

Kohn-Sham gap = 9.6121 eV
Total energy = -20458.6100 eV

```
10
Properties=species:S:1:pos:R:3:nbo_charge:R:1
C 0.857 -1.142 -0.412 -0.128
C -0.556 -0.771 -0.377 0.135
C -0.417 1.357 0.406 0.065
O -0.022 -1.519 0.621 -0.442
F -1.725 1.866 0.348 -0.376
Cl 0.315 1.471 1.977 0.001
H 1.263 -1.799 -1.056 0.176
H 1.612 -0.509 -0.043 0.180
H -1.402 -0.891 -1.022 0.214
H 0.075 1.938 -0.443 0.174
```

No. 3
Computed, not measured: 9 unconnected molecules or ions with the total composition C27H78N6O9, with ωB97M-V with the def2-TZVPD basis set.

Kohn-Sham gap = 8.9454 eV
Total energy = -56627.2021 eV

```
120
Properties=species:S:1:pos:R:3:lowdin_charge:R:1
C -0.348 2.850 -5.767 -0.105
O 0.026 1.738 -4.958 -0.208
C 0.973 1.939 -3.929 -0.185
C 2.376 1.633 -4.505 -0.430
C 2.471 0.266 -5.150 -0.040
N 3.306 1.747 -3.395 0.036
H 0.446 3.360 -6.317 0.082
H -0.839 3.626 -5.192 0.071
H -1.085 2.424 -6.491 0.108
H 1.011 2.993 -3.606 0.132
H 0.826 1.267 -3.120 0.103
H 2.626 2.366 -5.313 0.143
H 2.014 -0.470 -4.485 0.076
H 3.499 -0.086 -5.285 0.083
H 1.911 0.274 -6.075 0.080
H 4.207 1.546 -3.793 0.092
H 3.318 2.714 -3.089 0.092
C 3.539 -1.871 5.865 -0.099
O 3.276 -1.982 4.464 -0.234
C 3.671 -0.766 3.726 -0.131
C 2.756 0.453 4.031 -0.464
C 1.294 0.061 4.124 -0.053
N 3.013 1.491 3.090 0.058
H 3.172 -2.803 6.290 0.092
H 2.990 -1.050 6.306 0.071
H 4.599 -1.692 5.995 0.085
H 4.704 -0.536 3.928 0.117
H 3.433 -1.002 2.690 0.117
H 3.054 0.832 5.007 0.126
H 0.746 0.909 4.550 0.081
H 1.164 -0.766 4.836 0.071
H 0.767 -0.267 3.242 0.062
H 2.310 2.225 3.161 0.053
H 2.943 1.086 2.171 0.053
C 2.838 -6.885 3.937 -0.108
O 1.986 -6.340 2.933 -0.191
C 1.495 -5.120 3.395 -0.229
C 0.749 -4.421 2.220 -0.410
C 1.766 -4.094 1.106 -0.041
N 0.067 -3.277 2.757 0.059
H 2.328 -7.071 4.907 0.089
H 3.618 -6.141 4.181 0.085
H 3.228 -7.837 3.534 0.094
H 0.833 -5.242 4.260 0.127
H 2.374 -4.497 3.652 0.114
H 0.023 -5.148 1.832 0.112
H 1.320 -3.710 0.185 0.065
H 2.418 -4.934 0.821 0.079
H 2.457 -3.363 1.511 0.062
H 0.584 -2.636 3.349 0.056
H -0.534 -2.756 2.115 0.036
C -2.881 1.896 -3.188 -0.132
O -4.057 2.587 -3.150 -0.167
C -4.704 2.653 -4.391 -0.219
C -6.064 3.337 -4.229 -0.501
C -7.023 2.426 -3.459 -0.064
N -6.541 3.473 -5.536 0.025
H -2.152 2.291 -3.917 0.065
H -3.038 0.856 -3.502 0.102
H -2.321 1.891 -2.264 0.075
H -4.063 3.301 -5.062 0.136
H -4.843 1.687 -4.914 0.137
H -5.968 4.234 -3.578 0.147
H -7.040 1.437 -3.936 0.085
H -8.062 2.785 -3.387 0.078
H -6.631 2.379 -2.437 0.078
H -6.059 4.226 -6.030 0.085
H -7.474 3.874 -5.402 0.086
C -3.352 -2.315 2.141 -0.080
O -3.660 -3.269 1.109 -0.173
C -2.511 -3.960 0.731 -0.253
C -2.854 -4.950 -0.349 -0.426
C -1.717 -5.946 -0.581 -0.047
N -3.189 -4.253 -1.574 0.042
H -2.975 -2.928 2.998 0.097
H -4.318 -1.954 2.446 0.082
H -2.588 -1.572 1.900 0.073
H -1.721 -3.295 0.338 0.129
H -2.061 -4.473 1.595 0.115
H -3.716 -5.561 -0.018 0.145
H -1.384 -6.315 0.389 0.070
H -0.852 -5.527 -1.053 0.066
H -2.048 -6.790 -1.174 0.076
H -3.752 -4.826 -2.199 0.100
H -3.811 -3.490 -1.337 0.084
C -0.511 3.730 2.063 -0.090
O 0.751 4.013 2.651 -0.229
C 1.293 5.220 2.113 -0.206
C 2.677 5.434 2.749 -0.411
C 2.591 5.546 4.275 -0.070
N 3.218 6.690 2.177 0.029
H -0.289 3.636 0.981 0.076
H -1.195 4.568 2.165 0.087
H -0.900 2.833 2.476 0.077
H 1.349 5.208 1.012 0.124
H 0.568 6.007 2.380 0.128
H 3.272 4.549 2.552 0.125
H 1.944 6.334 4.612 0.067
H 3.534 5.715 4.820 0.082
H 2.106 4.624 4.616 0.069
H 2.538 7.413 2.228 0.051
H 4.091 6.917 2.675 0.080
C -0.183 -2.383 -3.214 -0.194
O -0.910 -3.571 -3.181 -0.151
H 0.108 -1.997 -2.203 0.072
H 0.772 -2.683 -3.670 0.075
H -0.711 -1.627 -3.789 0.068
H -1.643 -3.541 -2.525 0.029
C 2.123 2.350 -0.408 -0.170
O 2.313 1.035 -0.923 -0.160
H 3.007 2.996 -0.512 0.084
H 1.248 2.867 -0.848 0.075
H 2.052 2.247 0.663 0.043
H 2.754 1.154 -1.800 0.018
C -1.007 0.122 -0.243 -0.159
O -0.162 -0.845 0.337 -0.135
H -0.910 1.119 0.246 0.075
H -0.904 0.214 -1.330 0.060
H -2.035 -0.173 -0.023 0.075
H 0.762 -0.670 0.198 0.052
```

No. 4
Computed, not measured: C5H4FNS in the gas phase, with ωB97M-V with the def2-TZVPD basis set.

Kohn-Sham gap = 8.9057 eV
Total energy = -20287.4933 eV

```
12
Properties=species:S:1:pos:R:3:nbo_charge:R:1
C 2.653 -0.237 -1.054 -0.172
C 1.579 -0.201 -0.398 -0.063
C 0.510 0.294 0.480 0.206
F 0.559 0.019 1.795 -0.315
C 0.260 1.824 0.304 -0.225
N -1.176 1.238 0.013 -0.584
C -0.916 -0.115 0.008 0.109
S -1.487 -1.544 -0.654 -0.095
H 3.598 -0.180 -1.628 0.258
H 0.448 2.765 1.097 0.254
H 0.508 2.221 -0.807 0.218
H -2.088 1.672 -0.481 0.410
```

No. 5
Computed, not measured: a molecular structure, HN5OS, with ωB97M-V with the def2-TZVPD basis set.

Charge = -2
<S²> = 2.039
Kohn-Sham gap (spin up / spin down) = 2.9322 / 1.4183 eV
Total energy = -20339.3222 eV
2S+1 = 3

```
8
Properties=species:S:1:pos:R:3:lowdin_spin:R:1
N -1.401 -0.285 -1.537 0.585
N -1.710 -1.121 0.715 0.032
N -1.219 0.041 0.738 0.263
N -1.135 0.536 -0.600 0.025
N -1.925 -1.643 -0.408 0.446
O -0.711 1.676 -0.752 0.001
S -2.671 -2.974 -0.879 0.648
H 10.772 3.771 2.724 0.000
```

No. 6
Computed, not measured: 2 unconnected molecules or ions with the total composition C5H7Cl2N3, with ωB97M-V with the def2-TZVPD basis set.

Kohn-Sham gap = 9.1138 eV
Total energy = -34810.2739 eV

```
17
Properties=species:S:1:pos:R:3:nbo_charge:R:1
H 0.537 1.826 0.570 0.385
N 0.998 0.896 0.707 -0.641
C 1.134 0.094 -0.198 0.304
C 0.813 0.133 -1.621 -0.725
Cl 2.071 -1.355 0.273 -0.083
H 0.453 -0.861 -2.047 0.251
H 1.839 0.287 -2.119 0.252
H 0.331 1.139 -1.942 0.252
C -1.116 0.304 2.282 -0.052
N -1.864 0.499 1.260 -0.408
C -2.126 -0.391 0.261 -0.113
Cl -3.403 -0.014 -0.839 0.016
C -1.467 -1.454 0.008 0.401
N -0.978 -2.554 -0.127 -0.583
H -0.927 1.221 2.736 0.181
H -0.412 -0.525 2.397 0.170
H -0.117 -2.752 -0.580 0.392
```

No. 7
Computed, not measured: a molecular structure, C38H46Cl6MnOP4, with ωB97M-V with the def2-TZVPD basis set.

Charge = +2
<S²> = 4.158
Kohn-Sham gap (spin up / spin down) = 6.2712 / 4.9327 eV
Total energy = -185790.6877 eV
2S+1 = 4

```
96
Properties=species:S:1:pos:R:3:lowdin_spin:R:1
P -1.534 -3.483 0.434 0.418
C -2.820 -3.041 1.511 0.053
C -3.922 -3.718 0.925 0.064
H -3.882 -4.006 -0.130 0.004
C -4.996 -4.023 1.746 -0.001
H -5.843 -4.533 1.308 -0.001
C -4.970 -3.635 3.089 0.046
H -5.842 -3.856 3.709 0.002
C -3.908 -2.933 3.641 0.011
H -3.910 -2.619 4.678 0.000
C -2.792 -2.611 2.861 0.029
H -1.944 -2.065 3.241 0.000
C -1.612 -2.866 -1.223 0.041
C -2.646 -2.058 -1.752 0.049
H -3.337 -1.528 -1.092 0.001
C -2.804 -1.974 -3.131 -0.003
H -3.564 -1.323 -3.541 -0.001
C -1.983 -2.727 -3.977 0.062
H -2.092 -2.625 -5.057 0.003
C -0.982 -3.537 -3.460 -0.006
H -0.328 -4.108 -4.124 -0.002
C -0.764 -3.608 -2.093 0.058
H -0.015 -4.286 -1.679 0.001
C 0.023 -3.974 1.062 0.049
C -0.324 -5.314 1.349 0.054
H -1.375 -5.628 1.263 0.014
C 0.672 -6.196 1.712 0.005
H 0.408 -7.224 1.936 0.000
C 1.989 -5.740 1.822 0.014
H 2.757 -6.434 2.161 0.001
C 2.325 -4.411 1.555 0.005
H 3.344 -4.064 1.672 0.000
C 1.353 -3.507 1.142 0.013
H 1.596 -2.471 0.916 0.000
Mn 0.150 1.736 0.963 2.574
C 1.363 1.818 -0.726 -0.097
C 1.339 0.880 -1.693 0.012
H 2.052 2.658 -0.936 -0.006
C 0.601 -0.439 -1.419 -0.010
O 1.624 -1.489 -1.415 0.000
H 1.182 -2.347 -1.330 0.001
C -0.080 -0.240 -0.147 -0.091
H -0.123 -0.590 -2.256 0.003
C -0.377 0.030 1.076 -0.046
Cl -0.869 1.534 3.225 -0.013
P 2.298 1.456 2.004 -0.036
P -2.103 2.269 0.094 -0.057
C 2.450 2.224 3.638 -0.006
H 1.555 1.992 4.223 0.000
H 2.521 3.313 3.535 0.000
H 3.350 1.839 4.132 -0.002
C 2.717 -0.300 2.297 -0.004
H 3.001 -0.779 1.346 0.000
H 1.841 -0.814 2.711 -0.001
H 3.552 -0.371 3.009 -0.001
C 3.783 2.063 1.141 -0.005
H 3.635 3.118 0.881 0.000
H 3.938 1.494 0.214 0.000
H 4.677 1.973 1.775 -0.001
C -2.687 3.944 0.456 -0.007
H -2.154 4.658 -0.179 -0.001
H -2.459 4.169 1.504 -0.001
H -3.768 4.018 0.281 -0.001
C -2.275 2.103 -1.718 -0.006
H -1.969 1.100 -2.039 0.000
H -1.614 2.842 -2.188 0.000
H -3.312 2.288 -2.034 -0.002
C -3.462 1.216 0.723 -0.010
H -3.456 1.243 1.821 0.000
H -3.317 0.177 0.402 0.001
H -4.433 1.578 0.345 -0.003
P 2.182 0.983 -3.362 -0.002
C 2.534 2.665 -3.856 -0.001
C 1.050 0.219 -4.563 0.000
H 3.147 3.148 -3.086 0.000
H 1.591 3.212 -3.973 0.000
H 3.079 2.688 -4.813 0.000
H 0.821 -0.815 -4.260 0.000
H 1.493 0.208 -5.573 0.000
H 0.122 0.811 -4.578 0.000
C 3.681 -0.030 -3.273 0.001
H 4.481 0.551 -2.794 0.000
H 4.020 -0.354 -4.270 0.000
H 3.438 -0.910 -2.660 0.000
H -0.806 -0.726 1.718 -0.013
Cl 0.225 4.535 -1.717 -0.001
C 0.782 4.890 -0.084 -0.004
C 0.293 4.202 1.028 -0.133
C 0.398 4.900 2.241 -0.005
Cl -0.620 4.604 3.617 -0.001
C 1.372 5.912 2.450 -0.008
Cl 1.751 6.415 4.055 -0.005
C 2.048 6.448 1.323 0.012
Cl 3.158 7.721 1.547 0.005
C 1.746 5.934 0.034 -0.007
Cl 2.567 6.548 -1.343 -0.004
```

No. 8
Computed, not measured: C5H7ClN2 in the gas phase, with ωB97M-V with the def2-TZVPD basis set.

Kohn-Sham gap = 9.9578 eV
Total energy = -20798.1617 eV

```
15
Properties=species:S:1:pos:R:3:nbo_charge:R:1
H -0.785 1.567 -1.255 0.344
N -1.143 0.568 -1.040 -0.632
C -0.323 -0.196 -0.532 0.357
C -0.708 -1.514 -0.187 -0.309
C -1.978 -1.835 0.035 -0.124
Cl -3.423 -0.851 -0.070 0.021
N 1.067 0.151 -0.481 -0.410
C 1.585 0.547 0.866 -0.262
C 1.458 1.531 -0.209 -0.266
H 0.106 -2.185 0.253 0.240
H -2.316 -2.706 0.592 0.218
H 0.905 0.649 1.679 0.199
H 2.497 -0.075 1.062 0.210
H 0.731 2.367 0.015 0.199
H 2.325 1.982 -0.726 0.215
```